20
Properties=species:S:1:pos:R:3:forces:R:3:lowdin_charge:R:1 method="wB97M-V/def2-TZVPD" homo_energy_ev="-11.83 / -11.83" e_above_lowest_kcal_mol=114.0 energy_ev=-9942.1607 homo_lumo_gap_ev="7.5 / 7.5" total_charge=+1
C -0.941 -0.873 -0.281 -0.05 -0.20 -0.88 -0.431
H -0.925 -0.542 -2.402 1.26 2.03 -2.04 0.194
C -1.735 0.376 -0.120 0.43 0.72 0.06 -0.086
H 1.043 1.821 1.860 1.32 -0.58 -1.28 0.156
H -0.697 -2.169 1.467 -0.10 0.29 -0.38 0.089
H 2.830 1.941 2.074 -0.80 -1.00 -1.71 0.158
C -0.351 0.376 -0.897 0.25 0.65 2.04 -0.177
C -0.136 -1.500 0.791 1.02 -1.05 1.31 -0.084
H 1.923 0.357 2.021 0.43 0.36 -0.88 0.107
H 0.572 0.447 -2.796 0.62 -1.04 -0.26 0.127
H -2.697 0.491 -0.655 0.69 -0.32 0.13 0.107
H -0.781 1.247 -2.805 -1.25 0.26 -0.41 0.136
N -0.375 0.399 -2.470 -1.53 -1.83 3.05 0.183
H 0.283 -0.719 1.460 -0.09 -0.53 -0.50 0.049
O 2.549 1.479 -0.943 -0.07 -0.41 1.71 0.245
H -1.825 0.768 0.920 0.45 0.19 -1.03 0.109
H 0.688 -2.160 0.371 -0.78 1.03 0.40 0.109
H -1.479 -1.627 -0.854 0.15 -0.04 -0.58 0.137
C 2.096 1.244 0.088 -0.86 0.45 -3.30 -0.107
C 2.029 1.331 1.490 -1.11 1.00 4.55 -0.022

=====

13
Properties=species:S:1:pos:R:3:forces:R:3:lowdin_charge:R:1 method="wB97M-V/def2-TZVPD" homo_energy_ev=-9.26 e_above_lowest_kcal_mol=77.9 energy_ev=-23212.5121 homo_lumo_gap_ev=6.8
C -0.733 1.862 -1.995 1.25 -0.19 -0.55 -0.516
H -1.449 2.652 -1.767 0.08 -0.27 0.61 0.025
C -1.211 -2.601 -0.087 0.73 -1.76 1.30 0.022
H -1.322 -3.740 -0.174 -0.41 1.80 -0.66 0.119
C -1.304 -1.656 -0.964 1.90 1.64 0.30 -0.048
F -2.971 -1.031 -2.374 0.09 0.38 0.10 0.108
S 0.020 0.872 -0.648 -1.74 -1.57 -0.43 0.620
H -1.216 1.103 -2.611 0.05 0.36 -0.27 -0.011
F -2.052 -2.899 -2.870 1.05 1.04 0.83 0.087
C -1.761 -1.639 -2.335 -1.93 -0.34 -2.65 -0.619
H -0.846 -2.400 0.919 -0.02 0.38 -0.11 0.069
F -1.002 -0.987 -3.258 -0.08 -0.87 1.03 0.097
H 0.127 2.316 -2.575 -0.98 -0.61 0.52 0.046

=====

19
Properties=species:S:1:pos:R:3:forces:R:3:lowdin_charge:R:1 method="wB97M-V/def2-TZVPD" homo_energy_ev=-8.69 smiles=CSSC.O.O.O e_above_lowest_kcal_mol=10.1 energy_ev=-30081.7936 homo_lumo_gap_ev=9.2
C 2.318 0.340 -1.630 0.58 0.06 0.79 -0.457
H 2.608 0.763 -0.657 0.09 -0.01 -0.41 0.021
H 2.501 1.049 -2.437 -0.32 0.05 0.07 0.028
H -3.672 0.210 -0.354 0.10 -0.37 -0.28 0.065
O -1.788 2.063 1.698 0.05 0.04 -0.30 -0.076
C 0.097 -2.657 0.075 0.00 0.11 0.37 -0.467
H -2.171 -0.171 -0.757 -0.27 -0.26 -0.26 0.013
O 1.114 1.262 1.797 0.59 -0.65 -0.26 -0.079
O -2.741 0.417 -0.259 0.15 0.50 0.35 -0.044
H 1.367 2.135 2.094 -0.36 0.15 0.13 0.029
H -2.087 1.468 0.983 -0.08 -0.08 0.23 -0.013
H 0.522 -3.669 0.163 -0.47 0.30 -0.03 0.031
H 0.615 -2.017 0.783 0.33 0.11 -0.12 0.024
S 0.377 -2.093 -1.635 -0.02 -0.17 0.11 0.411
H 0.154 1.184 1.819 -0.17 0.59 0.11 -0.005
H 2.939 -0.529 -1.825 -0.17 -0.24 0.04 0.030
H -0.964 -2.589 0.368 0.37 -0.42 -0.37 0.029
S 0.573 -0.078 -1.472 -0.49 0.22 -0.37 0.417
H -1.762 2.913 1.246 0.10 0.07 0.21 0.045

=====

34
Properties=species:S:1:pos:R:3:forces:R:3:lowdin_charge:R:1 method="wB97M-V/def2-TZVPD" homo_energy_ev=-6.01 energy_ev=-42067.0300 homo_lumo_gap_ev=6.8
N 1.435 1.924 -0.409 0.03 -0.12 0.10 -0.030
C 1.179 -2.081 -0.438 -0.01 -0.05 0.13 -0.207
H 2.244 1.925 -1.017 0.01 -0.02 -0.05 0.072
H 0.176 -0.491 2.324 -0.01 0.00 -0.01 0.113
C 0.167 -1.353 1.652 0.26 0.12 0.02 -0.208
H 2.052 -0.896 -2.010 0.01 0.00 0.01 0.100
H 2.787 -0.293 -0.049 -0.03 0.05 -0.02 0.113
H -1.620 -2.149 2.443 -0.05 0.03 0.03 0.107
C -3.362 3.705 -0.216 0.08 -0.21 -0.14 -0.978
H 2.529 -0.524 1.665 0.01 0.02 0.02 0.121
H -2.225 0.017 1.584 -0.01 0.01 0.06 0.049
Cl -1.917 2.680 -0.574 -0.07 0.26 0.15 0.499
H 1.126 2.883 -0.322 -0.06 0.02 0.07 0.053
H 2.102 -2.594 -0.119 0.02 0.01 0.00 0.125
H 0.144 -0.931 -3.416 0.04 0.10 -0.03 0.070
C 1.316 -1.695 -1.901 -0.01 0.11 -0.11 -0.258
H 1.707 -2.565 -2.441 -0.04 -0.05 -0.05 0.109
H -0.670 -1.902 -2.396 -0.03 -0.05 0.00 0.074
H 0.903 1.474 1.543 -0.01 0.00 0.01 0.103
H 0.382 -2.822 -0.350 -0.02 0.04 -0.02 0.111
N 0.870 -0.958 0.434 -0.09 0.04 0.05 -0.203
N -2.228 -0.796 0.977 0.17 -0.03 -0.05 -0.015
H 2.627 1.796 1.376 0.05 0.04 -0.01 0.107
C -1.282 -1.786 1.469 -0.18 -0.15 -0.01 -0.287
H 0.724 -2.156 2.170 -0.03 -0.03 0.01 0.121
C 1.764 1.329 0.888 -0.11 0.13 -0.04 -0.262
N 0.050 -1.192 -2.445 -0.01 -0.11 0.22 -0.040
Cl -3.941 4.603 -1.628 0.05 -0.03 0.00 0.489
H -3.077 4.420 0.545 0.04 0.01 0.03 0.016
C 2.048 -0.155 0.745 0.07 -0.21 -0.03 -0.212
H -4.158 3.053 0.119 -0.01 -0.04 0.01 0.021
H -1.904 -0.442 0.054 -0.22 -0.16 0.23 -0.018
H -1.334 -2.660 0.813 -0.01 0.04 -0.05 0.095
Pd -0.616 0.634 -1.072 0.17 0.23 -0.55 0.049

=====

12
Properties=species:S:1:pos:R:3:forces:R:3:lowdin_charge:R:1 method="wB97M-V/def2-TZVPD" homo_energy_ev=-8.77 e_above_lowest_kcal_mol=140.5 energy_ev=-18028.7125 homo_lumo_gap_ev=8.6
N -0.022 -0.387 -0.381 -0.67 1.37 1.21 0.079
N 1.693 -0.598 1.320 -0.96 -2.78 -4.38 -0.539
S 2.933 0.205 2.123 -2.91 0.87 3.07 0.613
C -1.935 0.200 -1.791 -0.55 -2.27 -2.90 -0.179
H -2.669 1.118 -2.069 2.16 -2.21 0.73 0.121
H 0.574 0.972 1.086 -1.51 4.92 1.97 0.045
H 1.964 -1.513 0.743 -0.56 2.52 2.05 0.139
O -1.247 0.449 -0.575 1.44 -0.17 -0.33 -0.249
H -2.523 -0.784 -1.759 -0.05 1.51 0.82 0.063
C 0.645 0.127 0.605 1.60 -5.66 -2.01 -0.242
H 1.881 0.489 3.455 2.80 -0.55 -2.64 0.030
H -1.294 -0.276 -2.755 -0.79 2.46 2.40 0.121

=====

69
Properties=species:S:1:pos:R:3:forces:R:3:lowdin_charge:R:1 method="wB97M-V/def2-TZVPD" homo_energy_ev=-6.44 energy_ev=-63859.8312 homo_lumo_gap_ev=5.3
H -1.428 -7.792 -2.163 0.76 2.36 0.33 0.113
O 0.970 -8.413 0.711 0.56 2.41 0.31 -0.235
F 1.939 -3.847 -2.698 -2.86 3.56 0.89 0.006
C -0.763 5.433 4.926 -0.04 -0.02 0.15 -0.269
O 2.013 -6.293 1.844 -4.34 -2.26 -2.50 -0.432
C 2.018 4.991 1.431 0.27 -0.11 0.29 -0.154
H -1.355 -3.435 -5.229 1.84 -0.24 1.47 0.102
H 1.715 3.832 -0.379 -0.12 0.14 0.02 0.121
H 1.776 5.578 -0.626 -0.07 -0.19 0.17 0.128
B -0.615 -5.388 -4.305 -0.09 0.68 -0.26 -0.595
C -1.338 6.583 1.608 0.44 -0.48 0.16 0.021
H -2.461 5.229 3.631 0.10 -0.13 -0.06 0.110
H 0.058 3.792 6.075 0.08 0.06 -0.12 0.088
H -1.811 -7.210 0.065 0.29 2.39 -0.98 0.112
C -1.550 4.666 3.865 -0.15 0.36 -0.01 -0.184
C -0.158 -5.648 0.254 -1.43 1.02 -0.81 -0.238
F -0.035 1.796 -1.179 -0.29 -3.92 -2.14 -0.011
H -0.487 -4.691 0.869 1.16 -2.34 -0.56 0.124
F -0.467 0.819 -3.318 1.39 -1.55 5.32 0.042
H -2.462 -4.894 -2.868 1.17 -1.55 -0.18 0.075
C -0.438 -2.839 -3.229 0.35 1.31 -0.59 -0.114
H 1.955 -8.344 0.450 -1.99 0.16 0.65 0.116
H 1.086 4.287 4.722 0.04 -0.04 0.05 0.061
H 0.000 3.603 2.740 -0.01 0.26 -0.16 0.132
H -1.276 -3.115 -2.445 1.96 0.21 -1.55 0.123
C -0.085 4.904 0.227 -0.18 -0.01 0.08 -0.072
H -0.710 -1.738 -3.600 0.72 -2.07 1.00 0.107
H 3.034 5.394 1.389 -0.20 -0.04 0.10 0.134
C -1.091 -6.658 -2.026 -0.78 -0.74 0.53 -0.233
C -1.507 -6.207 -0.506 0.70 -1.26 0.09 -0.214
H -0.890 -5.881 -5.358 -0.16 -0.12 -0.80 0.028
N -0.333 5.441 1.670 -0.14 0.19 -0.39 -0.220
C 1.053 5.951 2.091 -0.14 -0.17 0.10 -0.091
F -1.006 -0.392 -1.199 3.46 3.28 -2.95 0.059
C -1.791 -5.783 -3.226 -0.62 -1.65 0.34 -0.222
H -1.575 3.735 1.952 0.29 0.19 0.00 0.135
H 0.990 5.293 6.172 -0.05 -0.21 -0.09 0.085
C -0.420 -3.778 -4.572 -0.62 1.31 -0.98 -0.219
F 0.670 -2.798 -0.972 1.53 0.83 -3.50 -0.041
F 3.284 -1.679 -2.641 -4.29 1.62 -0.52 0.006
H 1.171 6.964 1.689 -0.16 -0.20 0.04 0.143
H -0.503 5.618 -0.491 -0.09 -0.18 0.36 0.132
H 2.062 4.041 1.973 0.02 0.16 0.02 0.120
C -0.043 0.478 -1.913 -1.65 1.73 0.61 -0.124
C 0.410 4.652 5.499 0.16 0.13 0.20 -0.099
C 1.523 -0.059 -1.860 2.28 1.82 0.05 -0.074
H 1.146 5.976 3.173 -0.25 0.05 -0.03 0.111
H -0.590 3.941 0.108 0.01 0.27 0.17 0.115
H -2.403 -5.421 -0.474 2.14 -1.72 0.01 0.121
C 1.425 4.792 0.056 0.29 -0.05 -0.76 -0.146
H -1.905 3.734 4.323 0.14 0.01 -0.28 0.133
S 0.614 -6.906 1.445 3.88 2.35 6.33 0.796
F 1.708 -1.018 -4.305 0.07 -0.70 5.14 0.030
H -2.524 -6.533 -3.795 1.29 1.65 1.41 0.092
H -2.300 6.175 1.289 0.15 0.11 0.09 0.118
C 0.996 -2.713 -2.445 -0.71 -2.38 -0.04 -0.172
H 0.703 -5.308 -0.462 -1.60 -0.99 1.36 0.104
H -0.423 6.397 4.539 -0.02 0.04 0.00 0.087
H 0.523 -3.591 -5.271 -1.78 -0.02 1.72 0.107
O -0.172 -7.049 2.778 1.39 -0.45 -5.49 -0.382
H 0.092 -6.679 -2.064 -2.51 0.26 -0.23 0.095
F 2.027 -0.243 -0.450 -2.16 0.48 -4.89 0.032
C -0.841 4.280 2.558 -0.30 0.15 0.06 -0.087
H -1.445 5.673 5.751 0.04 -0.01 -0.24 0.120
H 0.463 -5.824 -4.035 0.53 -0.39 0.54 0.028
F 2.347 1.083 -2.408 -2.67 -3.28 1.73 0.004
H -1.412 7.048 2.593 -0.06 -0.15 -0.16 0.098
H -0.980 7.326 0.887 -0.04 -0.29 0.14 0.110
C 1.825 -1.339 -2.839 3.07 -1.65 -0.74 -0.095